Density functional theory data (ωB97M-V with the def2-TZVPD basis set) for 8 unconnected molecules or ions with the total composition C4H24N2O8.

Geometry as XYZ:
```
38
Properties=species:S:1:pos:R:3:forces:R:3:mulliken_charge:R:1
N 1.1634 -0.0352 -0.4166 -1.65 0.43 -2.48 -0.19
C -0.3044 -0.2354 -0.5479 1.18 -0.59 1.67 1.21
C -1.1119 0.9197 0.0962 -1.74 -1.27 -0.51 -0.56
C -0.6706 1.2076 1.4738 -0.08 1.36 2.83 -0.32
O 0.3174 1.7993 1.9013 -1.12 -1.37 -1.53 -0.43
C -0.7693 -0.2340 -1.9760 0.83 -0.45 -1.88 -0.94
N -0.3722 -1.5231 -2.5125 -1.70 1.25 -2.35 -0.24
H 1.5824 0.1934 -1.3148 0.38 -0.38 0.01 0.30
H 1.5167 0.6042 0.2578 0.25 0.83 1.22 0.18
H -0.3509 -1.3237 -0.1046 -1.20 1.94 -0.65 -0.74
H -2.2496 0.6371 0.1169 2.19 0.28 0.17 0.36
H -1.0495 1.7083 -0.6529 0.42 0.68 0.52 0.56
H -1.4267 0.8775 2.2402 0.50 -0.05 -0.33 0.35
H -1.8695 0.0119 -1.9348 0.59 -0.85 -0.10 0.41
H -0.4007 0.5875 -2.6670 0.09 -0.68 1.10 0.46
H -0.7624 -2.2265 -1.9352 0.04 -1.53 0.80 0.14
H -0.6671 -1.7327 -3.5153 0.86 0.54 1.56 0.35
H 0.1693 -1.7006 2.1445 0.99 1.36 -1.65 0.32
H 0.9790 -2.9422 2.8456 -1.12 1.35 -0.69 0.34
O 0.1793 -2.3507 2.7957 0.08 -2.62 2.26 -0.63
H 2.4401 -2.8088 -0.9701 0.84 0.18 -1.14 0.30
H 1.6853 -2.0814 0.0879 -0.80 4.30 1.34 0.31
O 1.9101 -2.8927 -0.2029 -0.03 -4.66 -0.19 -0.57
H 3.0287 2.8686 1.0180 -0.88 0.70 -1.72 0.33
H 1.6520 3.4727 0.7253 0.75 -0.25 -0.38 0.31
O 2.4566 3.1683 0.2393 0.66 -0.94 2.19 -0.63
H 0.9726 3.8479 -1.8440 -1.32 0.81 2.03 0.32
H 0.5346 4.2859 -0.3115 0.40 -0.03 -0.99 0.33
O 0.2189 4.0824 -1.2094 0.63 -0.72 -1.37 -0.63
H -1.4174 -4.2936 -0.6667 -5.17 2.15 1.92 0.31
H 0.0047 -4.0584 -0.5382 -0.57 -1.31 -0.61 0.33
O -0.6739 -4.6718 -0.9428 5.99 -0.83 -1.33 -0.62
H -1.8211 -2.5596 1.5222 -0.50 -0.59 -0.97 0.31
H -3.0235 -3.1039 0.6703 -0.11 -0.01 0.24 0.27
O -2.1515 -2.7061 0.5983 0.56 0.61 0.87 -0.54
H 0.4091 4.0517 2.4446 0.22 -0.95 1.71 0.31
H -0.5522 4.6398 1.4478 1.63 0.04 0.22 0.34
O 0.4242 4.5166 1.6374 -2.06 1.28 -1.76 -0.70
```
Positions in Å, forces in eV/Å.

LUMO level (alpha / beta)   -3.46 / -8.73 eV
HOMO level (alpha / beta)   -13.9 / -13.9 eV
Energy above the lowest of the compared OMol25 structures with the same formula, charge and spin   277.4 kJ/mol
Charge   +1
Strongest force on any atom   0.12044 Eh/bohr
2S+1   2
<S²>   0.758
E_tot   -23886.8256 eV